1.
Entry from the OMol25 dataset: a structure of composition C31H49NO2PPtSbSe4 (ωB97M-V with the def2-TZVPD basis set).

Values from the calculation:
Frontier orbital gap (alpha / beta), eV: 5.318 / 4.316
Charge: -2
Strongest force on any atom, eV/Å: 1.900
HOMO (alpha / beta), eV: -1.45 / -1.61
Spin multiplicity: 3

Geometry as XYZ:
```
90
C31H49NO2PPtSbSe4, DFT ωB97M-V with the def2-TZVPD basis set
Pt 0.3201 -0.1916 -0.3712
C -2.5465 6.9237 -0.3393
C -1.1925 6.2086 -0.3654
C -0.4458 6.6134 -1.6455
C -0.3961 6.6716 0.8621
C -1.3312 4.6961 -0.3310
C -0.1890 3.9170 -0.3300
C -0.2681 2.5293 -0.2427
N 0.7660 1.6551 -0.0526
C 2.0901 1.8879 0.2218
C 2.6727 3.0983 0.5938
C 4.0480 3.2454 0.6678
C 4.8419 2.1212 0.4782
C 4.3153 0.8599 0.2327
C 2.9169 0.7245 0.0832
O 2.3488 -0.4294 -0.1914
C 5.2197 -0.3600 0.0929
C 4.7829 -1.4120 1.1205
C 5.0846 -0.9148 -1.3326
C 6.6999 -0.0393 0.3445
C 4.6154 4.6426 0.8946
C 4.1381 5.2009 2.2422
C 6.1466 4.6773 0.8785
C 4.1272 5.5604 -0.2386
C -1.5462 1.8806 -0.3912
O -1.5541 0.5909 -0.5970
C -2.7115 2.6758 -0.3243
C -2.5601 4.0536 -0.2686
C -4.1388 2.1386 -0.3194
C -4.8202 2.5710 0.9889
C -4.9008 2.7012 -1.5316
C -4.2041 0.6212 -0.3889
H -2.3939 8.0029 -0.3560
H -3.1022 6.6803 0.5646
H -3.1443 6.6510 -1.2057
H -0.3553 7.6973 -1.7142
H -0.9822 6.2541 -2.5210
H 0.5543 6.1875 -1.6638
H -0.3143 7.7579 0.8755
H 0.6047 6.2518 0.8541
H -0.8913 6.3490 1.7749
H 0.7758 4.3766 -0.4479
H 2.0481 3.9394 0.8363
H 5.9100 2.2329 0.5462
H 3.7398 -1.6728 0.9630
H 4.8854 -1.0010 2.1237
H 5.3938 -2.3123 1.0450
H 4.0385 -1.0995 -1.5593
H 5.6394 -1.8487 -1.4390
H 5.4671 -0.1854 -2.0479
H 6.8438 0.3998 1.3297
H 7.0919 0.6438 -0.4094
H 7.2817 -0.9605 0.3078
H 4.5492 4.6068 3.0559
H 3.0539 5.1699 2.3154
H 4.4618 6.2359 2.3679
H 6.5660 4.0040 1.6197
H 6.4928 5.6844 1.1065
H 6.5244 4.4032 -0.1039
H 3.0478 5.6850 -0.2159
H 4.3952 5.1323 -1.2030
H 4.5871 6.5452 -0.1487
H -3.4565 4.6450 -0.2096
H -4.8822 3.6551 1.0754
H -4.2610 2.1887 1.8408
H -5.8258 2.1586 1.0412
H -4.9697 3.7873 -1.5019
H -5.9104 2.2950 -1.5672
H -4.3883 2.4196 -2.4500
H -3.7104 0.1978 0.4804
H -3.7177 0.2392 -1.2831
H -5.2385 0.2844 -0.3838
C 0.3181 -3.7074 0.0823
P 0.0127 -2.3362 -1.0846
C -1.5395 -2.8289 -1.8970
C 1.2502 -2.7807 -2.3804
H 0.2303 -4.6664 -0.4333
H -0.3886 -3.6926 0.9095
H 1.3217 -3.5906 0.4925
H -1.5554 -3.9064 -2.0601
H -1.6388 -2.3024 -2.8461
H -2.3948 -2.5581 -1.2827
H 1.1625 -3.8296 -2.6720
H 2.2476 -2.6059 -1.9742
H 1.1115 -2.1441 -3.2556
Se -2.8597 -4.8083 2.1114
Sb -3.5952 -2.4920 1.6031
Se -1.4581 -1.0014 1.7905
Se -5.1689 -1.5873 3.3006
Se -4.9256 -2.7583 -0.5027
```

Quick look at the Löwdin charges, all values in e: 0.9910 -0.0736 -0.5554 -0.0501 -0.0484 -0.1984 0.0054 -0.1921 -0.1208 -0.1864 0.0103 -0.1964 -0.0083 -0.1096 -0.2989 -0.2886 -0.5361 -0.0433 -0.0431 -0.0787 -0.5538 -0.0494 -0.0763 -0.0502 -0.3009 -0.3707 -0.0946 -0.0161 -0.5287 -0.0392 -0.0506 -0.1308 0.0736 0.0823 0.0809 0.0731 0.0864 0.0679 0.0739 0.0605 0.0899 0.0808 0.0834 0.0739 0.0701 0.0878 0.0751 0.0580 0.0772 0.0835 0.0789 0.0769 0.0749 0.0850 0.0716 0.0753 0.0773 0.0741 0.0821 0.0609 0.0892 0.0749 0.0814 0.0672 0.0935 0.0811 0.0651 0.0756 0.0852 -0.0062 0.0786 0.0622 -0.2865 0.6165 -0.2739 -0.2662 0.0438 -0.0588 0.0415 0.0492 0.0471 -0.0842 0.0370 0.0184 0.0366 -0.2348 -0.2988 0.1394 -0.3077 0.0810


2.
Entry from the OMol25 dataset: a cluster of 2 separate species, C2H7N2O in total (ωB97M-V with the def2-TZVPD basis set).

Values from the calculation:
Frontier orbital gap, eV: 6.334
Charge: -1
Strongest force on any atom, eV/Å: 2.431
HOMO, eV: -1.95
ΔE to the lowest compared entry with this formula, charge and spin, eV: 1.4504

Geometry as XYZ:
```
12
C2H7N2O, DFT ωB97M-V with the def2-TZVPD basis set
C 0.3804 -0.7509 2.0489
O 1.3632 -0.1472 1.2086
H -0.5802 -0.6685 1.5293
H 0.3959 -0.2004 2.9851
H 0.6042 -1.8527 2.2266
N -0.7376 1.4325 -1.7150
C -0.1209 0.2650 -1.1960
N -0.8949 -0.7445 -0.9585
H -0.4440 2.3772 -1.5644
H -1.7561 1.3012 -1.6329
H 0.8620 0.1354 0.3712
H -0.3252 -1.5560 -0.7631
```

Quick look at the natural (NBO) charges, all values in e: -0.2629 -0.8211 0.1954 0.1426 0.1329 -0.9193 -0.0135 -0.9227 0.3604 0.3149 0.4717 0.3216


3.
Entry from the OMol25 dataset: a cluster of 3 separate species, C2H4ClFO2 in total (ωB97M-V with the def2-TZVPD basis set).

Values from the calculation:
Frontier orbital gap, eV: 10.546
SMILES: O=CCl.C=O.F
Strongest force on any atom, eV/Å: 1.989
HOMO, eV: -10.76
ΔE to the lowest compared entry with this formula, charge and spin, eV: 1.1995

Geometry as XYZ:
```
10
C2H4ClFO2, DFT ωB97M-V with the def2-TZVPD basis set
C 1.7130 -1.3539 0.9538
C -2.2162 0.9187 -1.1356
O -3.2087 0.6466 -1.6949
O 1.0284 -0.9334 0.0488
F 0.7543 1.6422 0.3438
Cl -1.6775 -0.0607 0.1700
H 2.3528 -0.6597 1.4951
H 1.7152 -2.4387 1.0494
H -1.4537 1.5363 -1.4998
H 0.9923 0.7027 0.2694
```

Quick look at the natural (NBO) charges, all values in e: 0.2822 0.3749 -0.4747 -0.5186 -0.6076 -0.0500 0.1419 0.1418 0.1543 0.5558


4.
Entry from the OMol25 dataset: a cluster of 2 separate species, CH5S3 in total (ωB97M-V with the def2-TZVPD basis set).

Values from the calculation:
Frontier orbital gap, eV: 5.786
Charge: -1
Strongest force on any atom, eV/Å: 1.450
HOMO, eV: -2.24
ΔE to the lowest compared entry with this formula, charge and spin, eV: 0.3940

Geometry as XYZ:
```
9
CH5S3, DFT ωB97M-V with the def2-TZVPD basis set
S -1.9323 -2.2116 -1.1666
H -0.9749 -1.2610 -1.1956
C 1.7858 0.9741 2.0791
S 1.6030 0.8565 0.2970
S -0.3525 1.0304 -0.2272
H 1.2586 1.8266 2.5124
H 2.8152 1.1004 2.4568
H 1.6301 0.0158 2.5943
H -2.7827 -1.5072 -0.4147
```

Quick look at the natural (NBO) charges, all values in e: -0.3929 0.2080 -0.7835 -0.0279 -0.7388 0.2043 0.1986 0.1895 0.1427


The lowest strongest force on any atom belongs to which entry?
CH5S3


strongest force on any atom of number 1 (C31H49NO2PPtSbSe4)?
1.900 eV/Å